1.
This record from the OMol25 dataset describes a structure of composition C39H61AlF3OSi. The level of theory is wB97M-V/def2-TZVPD.

```
106
Properties=species:S:1:pos:R:3:mulliken_charge:R:1
C 3.779 3.603 3.266 -1.04
C 2.706 3.798 2.046 0.82
C 3.058 5.055 1.116 -0.70
C 1.800 5.803 0.458 -1.00
C 0.520 4.883 0.158 0.12
C 0.663 4.061 -1.234 -0.57
Al 0.703 2.027 -1.033 -1.57
C -0.830 1.272 -2.188 -0.34
C -2.275 1.863 -1.837 -0.18
F -2.267 2.975 -0.905 -0.23
C 0.584 1.334 0.887 0.86
C -0.606 0.274 1.157 0.67
C -0.930 0.345 2.751 -0.72
C -1.786 1.640 3.162 -0.21
C -3.360 1.309 3.195 -0.64
C -3.983 1.772 1.787 0.28
C -5.462 1.140 1.677 -0.45
O -5.605 0.083 0.691 -0.40
C -4.569 -0.922 0.806 -0.19
C 2.479 1.355 -1.813 1.05
F 2.876 2.314 -2.859 -0.37
F 3.518 1.417 -0.810 -0.32
C 2.432 -0.070 -2.532 -0.80
C 1.576 -1.192 -1.766 1.08
Si 2.630 -2.700 -1.162 0.37
C 1.360 -4.116 -0.741 -1.14
C 3.877 -3.320 -2.501 -0.91
C 3.636 -2.160 0.380 0.78
C 2.922 -1.618 1.664 -0.06
C 3.754 -1.155 2.879 -0.37
C 5.304 -1.207 2.882 -0.54
C 6.012 -1.782 1.624 -0.44
C 5.186 -2.257 0.386 -0.42
H 3.261 3.750 4.288 0.23
H 4.708 4.253 3.147 0.35
H 4.129 2.500 3.274 0.17
H 1.684 3.838 2.546 0.18
H 2.851 2.859 1.388 -0.45
H 3.864 4.746 0.353 0.25
H 3.575 5.831 1.805 0.38
H 1.470 6.744 1.033 0.32
H 2.160 6.194 -0.571 0.27
H -0.365 5.614 -0.006 0.36
H 0.191 4.225 1.043 -0.23
H 1.562 4.480 -1.832 0.42
H -0.260 4.318 -1.886 0.17
H -0.905 0.133 -2.168 0.15
H -0.600 1.610 -3.274 0.49
H -2.806 2.253 -2.789 0.30
H -2.992 1.065 -1.406 -0.07
H 0.501 2.135 1.695 -0.10
H 1.569 0.763 1.112 -0.18
H -1.529 0.420 0.503 -0.69
H -0.239 -0.812 0.982 -0.20
H 0.106 0.461 3.255 0.12
H -1.351 -0.650 3.122 0.52
H -1.384 2.103 4.136 0.47
H -1.581 2.433 2.344 -0.11
H -3.826 1.924 4.035 0.29
H -3.483 0.186 3.407 0.14
H -4.103 2.922 1.786 0.43
H -3.334 1.527 0.885 -0.49
H -6.153 1.998 1.330 0.30
H -5.793 0.828 2.726 0.21
H -4.315 -1.163 1.899 0.13
H -3.642 -0.568 0.237 -0.04
H -4.933 -1.873 0.266 0.33
H 3.528 -0.448 -2.596 0.22
H 2.091 0.065 -3.612 0.16
H 0.834 -1.638 -2.536 0.36
H 1.009 -0.828 -0.846 -1.22
H 0.301 -3.718 -0.942 0.29
H 1.516 -4.417 0.354 0.31
H 1.593 -5.007 -1.424 0.32
H 4.785 -2.627 -2.561 0.25
H 4.265 -4.338 -2.137 0.30
H 3.396 -3.479 -3.527 0.11
H 1.774 -1.570 1.691 0.06
H 3.201 -0.747 3.788 0.31
H 5.889 -0.833 3.784 0.32
H 7.151 -1.849 1.612 0.29
H 5.750 -2.678 -0.514 0.14
C 5.370 -4.842 -8.040 -0.38
C 5.838 -3.612 -7.590 -0.32
C 5.006 -2.779 -6.849 -0.50
C 3.707 -3.181 -6.550 -0.35
C 3.241 -4.413 -6.997 -0.43
C 4.070 -5.242 -7.746 -0.33
H 6.019 -5.490 -8.620 0.35
H 6.853 -3.301 -7.817 0.35
H 5.368 -1.816 -6.504 0.37
H 3.060 -2.533 -5.968 0.52
H 2.229 -4.727 -6.762 0.36
H 3.704 -6.200 -8.099 0.35
C -9.821 -1.223 2.809 -0.51
C -8.439 -1.369 2.726 -0.25
C -7.725 -1.860 3.814 -0.32
C -8.393 -2.214 4.983 -0.46
C -9.775 -2.071 5.064 -0.35
C -10.489 -1.572 3.979 -0.32
H -10.377 -0.837 1.962 0.36
H -7.918 -1.099 1.813 0.42
H -6.647 -1.968 3.752 0.38
H -7.837 -2.602 5.830 0.36
H -10.296 -2.349 5.975 0.35
H -11.565 -1.456 4.045 0.35
```

The calculation puts the electronic energy at -2429.201709 Ha. Its HOMO energy is -0.18633 Ha. As for the LUMO energy: 2.4 eV. The charge is -1. For the max |F|, the calculation gives 4.31 eV Å⁻¹.



2.
This record from the OMol25 dataset describes a cluster of 10 separate species, C39H61N2O40PS10 in total. The level of theory is wB97M-V/def2-TZVPD.

```
153
Properties=species:S:1:pos:R:3:mulliken_charge:R:1
C 9.185 -0.558 2.232 -1.23
C 8.563 -0.300 0.791 0.51
O 7.513 0.707 0.830 -0.41
P 6.927 1.020 -0.712 1.19
O 6.349 -0.272 -1.233 -0.74
C 5.686 2.403 -0.763 -0.95
C 4.180 1.902 -0.625 -0.34
C 3.857 1.480 0.879 -0.67
C 2.922 2.493 1.636 0.35
C 3.557 3.738 2.294 -0.60
C 2.772 4.745 3.029 -0.77
C 1.284 4.598 3.221 0.45
N 0.366 5.379 3.865 -0.77
S -1.162 4.664 3.674 0.24
N -0.655 3.369 2.763 -0.23
C 0.710 3.351 2.544 0.59
C 1.461 2.307 1.746 -0.14
C 0.711 1.091 1.071 -0.51
C -0.404 1.568 0.057 0.49
O -0.791 2.727 -0.005 -0.55
C -1.068 0.588 -0.985 0.80
C -2.559 0.492 -0.953 0.01
C -3.326 -0.360 -1.894 -0.93
C -2.516 -1.138 -2.913 -0.63
C -1.026 -1.075 -2.931 -0.71
C -0.275 -0.202 -1.954 -0.27
O 8.247 1.404 -1.668 -0.34
C 9.089 2.422 -1.079 -0.17
C 10.453 2.406 -1.912 -1.16
H 8.575 -1.299 2.821 0.30
H 10.217 -1.008 2.077 0.35
H 9.359 0.396 2.809 0.33
H 8.195 -1.287 0.398 -0.26
H 9.428 0.007 0.131 0.19
H 5.777 2.874 -1.792 0.37
H 5.937 3.218 -0.025 0.33
H 3.439 2.639 -1.047 0.50
H 4.128 0.949 -1.239 0.28
H 4.849 1.506 1.435 0.39
H 3.505 0.411 0.951 0.59
H 4.663 3.945 2.218 0.25
H 3.266 5.659 3.469 0.34
H 0.338 0.374 1.851 0.36
H 1.480 0.522 0.461 0.00
H -3.183 1.067 -0.208 -0.01
H -4.445 -0.418 -1.890 0.41
H -3.000 -1.784 -3.688 0.37
H -0.413 -1.640 -3.683 0.46
H 0.842 -0.097 -1.910 0.33
H 8.666 3.464 -1.124 0.31
H 9.387 2.201 -0.010 0.26
H 10.854 1.360 -2.042 0.29
H 11.242 3.015 -1.375 0.35
H 10.269 2.834 -2.940 0.31
C 0.162 1.202 -6.335 -0.33
C 1.331 1.382 -7.286 -0.28
O 2.484 1.484 -6.434 -0.32
S 2.239 0.571 -5.126 1.09
O 2.884 -0.683 -5.325 -0.64
O 2.463 1.380 -3.973 -0.45
O 0.658 0.359 -5.290 -0.16
H -0.134 2.157 -5.893 0.26
H -0.700 0.745 -6.817 0.35
H 1.229 2.271 -7.904 0.26
H 1.461 0.506 -7.928 0.30
C -1.969 -5.782 0.239 -0.27
C -1.210 -5.169 -0.920 -0.40
O -1.698 -3.828 -1.018 -0.11
S -2.091 -3.308 0.458 1.23
O -1.000 -2.546 0.969 -0.61
O -3.428 -2.814 0.421 -0.61
O -2.084 -4.737 1.211 -0.34
H -2.977 -6.078 -0.062 0.22
H -1.451 -6.641 0.662 0.32
H -1.371 -5.707 -1.853 0.24
H -0.138 -5.123 -0.708 0.36
C -3.117 4.565 -1.181 -0.08
C -3.403 4.200 0.262 0.63
O -4.627 4.874 0.576 -0.35
S -5.541 4.954 -0.752 1.09
O -6.485 3.886 -0.714 -0.55
O -5.925 6.311 -0.953 -0.56
O -4.395 4.574 -1.826 -0.35
H -2.688 5.568 -1.259 0.31
H -2.452 3.849 -1.662 0.21
H -2.607 4.513 0.935 0.05
H -3.569 3.129 0.372 -0.30
C -6.154 -6.415 -2.829 -0.34
C -5.199 -5.330 -3.292 -0.32
O -3.896 -5.838 -2.995 -0.21
S -3.908 -7.449 -3.143 1.06
O -3.403 -7.782 -4.431 -0.55
O -3.393 -8.011 -1.940 -0.52
O -5.510 -7.649 -3.161 -0.31
H -6.292 -6.384 -1.745 0.29
H -7.124 -6.348 -3.319 0.33
H -5.368 -4.382 -2.785 0.32
H -5.265 -5.180 -4.373 0.24
C -4.681 1.465 5.700 -0.23
C -3.438 0.768 5.181 -0.39
O -3.709 0.509 3.800 -0.28
S -4.648 1.687 3.215 0.95
O -3.814 2.631 2.552 -0.22
O -5.786 1.090 2.597 -0.64
O -5.102 2.320 4.631 -0.35
H -5.482 0.748 5.900 0.20
H -4.484 2.046 6.599 0.35
H -3.229 -0.157 5.712 0.44
H -2.565 1.424 5.237 0.26
C -6.781 -1.915 8.851 -0.35
C -6.526 -0.655 9.657 -0.33
O -5.126 -0.683 9.949 -0.32
S -4.345 -1.401 8.730 0.98
O -3.828 -0.386 7.868 -0.45
O -3.536 -2.439 9.263 -0.55
O -5.632 -2.060 8.011 -0.22
H -6.843 -2.794 9.498 0.30
H -7.686 -1.845 8.250 0.33
H -7.110 -0.623 10.575 0.32
H -6.730 0.241 9.065 0.26
C 1.007 6.414 -6.088 -0.27
C 2.223 6.585 -6.979 -0.33
O 2.096 5.564 -7.972 -0.31
S 0.529 5.305 -8.267 1.06
O 0.162 6.040 -9.428 -0.56
O 0.272 3.909 -8.127 -0.53
O -0.061 6.071 -6.974 -0.30
H 1.145 5.588 -5.385 0.24
H 0.768 7.322 -5.537 0.31
H 3.158 6.476 -6.433 0.32
H 2.210 7.553 -7.486 0.29
C 5.561 -3.700 -0.912 -0.19
C 6.973 -4.113 -0.548 -0.04
O 6.818 -5.277 0.269 -0.35
S 5.510 -6.094 -0.218 1.08
O 5.933 -7.143 -1.085 -0.55
O 4.676 -6.321 0.912 -0.53
O 4.854 -4.927 -1.122 -0.31
H 5.080 -3.166 -0.089 0.27
H 5.530 -3.084 -1.809 0.31
H 7.508 -3.334 -0.010 -0.08
H 7.544 -4.398 -1.436 0.32
C -6.480 -2.155 2.935 -0.30
C -5.065 -2.520 3.329 0.91
O -5.193 -3.691 4.141 -0.33
S -6.461 -4.551 3.625 1.08
O -5.985 -5.582 2.764 -0.52
O -7.311 -4.810 4.738 -0.55
O -7.139 -3.404 2.708 -0.39
H -6.997 -1.639 3.749 0.32
H -6.511 -1.537 2.039 0.34
H -4.569 -1.723 3.880 -0.19
H -4.466 -2.782 2.452 -0.35
```

The calculation puts the electronic energy at -8964.748253 Ha. Its HOMO energy is -0.32152 Ha. As for the LUMO energy: -1.0 eV. For the max |F|, the calculation gives 4.30 eV Å⁻¹.



Number 1: frontier orbital gap 0.273 Ha. Number 2: frontier orbital gap 0.285 Ha.